103
Properties=species:S:1:pos:R:3:forces:R:3 method="wB97M-V/def2-TZVPD" gap_ev=6.85 e_lumo_ev=-3.48 total_charge=+1 homo_energy_ev=-10.3 fmax_ha_per_bohr=0.0578
C 2.345225 -6.707686 1.599496 -0.4 0.5 -0.1
C 1.546293 -5.430358 1.470363 1.0 0.3 0.2
O 2.399791 -4.353399 1.914959 -0.4 0.0 -0.6
C 1.663583 -3.154866 1.986763 0.3 0.1 1.1
C 2.649273 -1.982581 1.982480 -0.7 -0.7 0.0
N 2.254008 -0.872776 1.068314 0.6 1.0 0.2
C 1.729742 0.252901 1.661637 0.1 -0.2 0.0
N 0.729257 0.283243 2.506112 -0.4 -0.5 0.4
C 0.250115 1.564267 3.058161 0.3 0.2 0.1
C -0.493113 1.525318 4.395160 0.1 0.5 1.4
N -1.876057 1.121910 4.287641 0.1 -0.3 -0.4
N 0.257861 0.774602 5.440750 -0.3 -0.2 -1.0
N -0.538607 2.940021 4.798847 0.0 -0.1 -0.7
N 0.124069 -0.930503 2.913673 0.0 -0.1 -0.8
C -0.904930 -1.306841 2.311637 -0.2 1.5 1.2
S -2.363686 -1.570513 1.936971 0.0 -0.7 -0.5
N 2.328419 1.417547 1.286557 -1.1 -0.2 -1.6
C 2.894827 1.086869 -0.067915 -0.5 1.5 0.4
C 1.789162 1.291055 -1.129669 0.5 -1.3 -0.5
C 0.863471 0.123519 -1.465947 -1.1 0.4 -0.1
C -0.279327 0.725671 -2.305014 0.6 -0.1 0.2
S -1.102651 -0.499692 -3.346937 -0.1 0.5 -0.3
C -2.150444 -1.352163 -2.159077 0.3 -0.5 0.8
S -1.503225 -2.547475 -1.258681 0.0 -0.2 -0.3
N -3.498875 -1.040206 -2.039248 0.5 0.4 -0.7
C -3.784146 0.396850 -2.100381 -0.7 0.3 0.2
C -5.160432 0.747603 -2.673081 0.1 0.3 -0.2
O -5.519080 0.071393 -3.875398 -0.2 0.1 0.1
C -4.691539 -1.015211 -4.166206 1.0 -0.9 0.0
C -4.393818 -1.828743 -2.916212 -0.8 0.4 0.4
C 3.940201 2.214655 -0.341058 0.9 -0.1 0.4
F 3.289797 3.334971 -0.761594 -0.2 -0.3 0.1
F 4.591968 2.587056 0.792209 -0.2 -0.2 -0.2
C 5.029939 1.896914 -1.393490 0.3 1.0 -0.5
F 5.516949 3.083390 -1.849455 -0.1 -0.4 0.2
F 6.061205 1.232506 -0.812212 -0.4 -0.1 0.0
C 3.386282 -0.319305 0.291308 2.7 0.1 1.2
O 4.355582 -0.095528 1.370380 -0.1 -0.1 -0.2
C 4.173167 -1.233948 -0.650888 -1.7 -0.5 -0.9
C 3.799391 -1.280756 -2.141146 1.2 -0.5 -0.3
C 5.072458 -1.438799 -2.970068 -0.1 0.3 -0.3
Cl 2.795643 -2.720760 -2.508279 -0.4 0.2 0.1
H 1.812779 -7.507234 1.094138 0.1 -0.2 0.1
H 3.306111 -6.546869 1.123864 0.2 -0.2 -0.1
H 2.493508 -6.939892 2.647236 0.1 -0.2 0.1
H 1.313564 -5.228436 0.424106 -0.4 -0.1 -0.1
H 0.651780 -5.432825 2.093360 -0.2 -0.1 -0.1
H 0.904395 -3.054966 1.208024 0.1 -0.1 -0.3
H 1.154490 -3.142016 2.952871 -0.3 -0.1 -0.1
H 3.595700 -2.411641 1.682075 0.2 0.3 -0.3
H 2.814272 -1.578948 2.975190 -0.1 0.0 0.1
H -0.339814 2.104704 2.322936 -0.4 -0.2 -0.1
H 1.131999 2.177932 3.234455 0.3 -0.1 0.0
H -2.447256 1.614360 4.960390 0.0 0.0 0.0
H -2.000006 0.127481 4.417081 0.0 -0.1 0.0
H -0.361061 0.054812 5.795244 0.2 -0.1 0.2
H 1.055519 0.296393 5.034441 0.1 -0.1 0.2
H -1.029696 2.973292 5.685175 0.1 0.1 0.1
H 0.412682 3.227661 4.997887 0.0 0.1 0.2
H 1.686940 2.190657 1.128421 0.0 0.1 0.6
H 1.161854 2.152911 -0.913693 0.2 0.3 0.4
H 2.301441 1.533815 -2.059460 -0.1 0.2 -0.2
H 0.412034 -0.368185 -0.606636 0.2 -0.1 0.1
H 1.309883 -0.640970 -2.089225 0.3 -0.1 0.2
H 0.182719 1.450748 -2.978583 -0.4 -0.2 -0.1
H -0.988528 1.265480 -1.677469 -0.2 0.0 0.0
H -3.779358 0.767554 -1.077909 0.1 0.1 0.1
H -3.037113 0.982129 -2.634767 0.2 -0.3 -0.2
H -5.953078 0.641372 -1.935757 -0.1 -0.4 0.1
H -5.126436 1.809197 -2.911203 0.0 0.1 0.0
H -3.730992 -0.690289 -4.584634 0.0 0.2 -0.1
H -5.126985 -1.672944 -4.913316 -0.5 0.2 -0.1
H -5.330246 -1.948815 -2.371647 -0.1 -0.2 0.0
H -4.001919 -2.817596 -3.119029 0.3 0.0 0.0
H 4.667598 1.360950 -2.270370 0.0 -0.3 0.1
H 5.188557 0.240088 1.014560 -0.1 0.0 0.0
H 5.236643 -1.056321 -0.586536 0.1 0.5 0.2
H 4.033736 -2.245852 -0.279675 0.1 -0.1 0.1
H 3.306519 -0.391427 -2.511665 -0.5 0.0 0.1
H 5.614932 -2.340978 -2.705827 0.1 -0.1 0.1
H 4.829345 -1.480896 -4.026848 -0.1 -0.2 -0.1
H 5.722120 -0.573814 -2.848063 0.2 0.0 0.2
C 0.758725 4.329613 -5.168530 0.0 0.1 -0.1
N 0.651536 2.879887 -5.492051 0.0 -0.1 -0.1
O 0.187445 2.569746 -6.560427 0.1 0.0 0.1
O 1.045934 2.091025 -4.641186 0.1 0.3 -0.3
H 0.374565 4.896614 -6.007508 0.0 -0.1 0.0
H 0.170641 4.508029 -4.273030 0.1 0.0 0.0
H 1.808114 4.548471 -4.994785 0.0 0.0 0.1
C -2.349668 4.434229 1.006880 0.1 -0.1 0.0
N -3.512313 3.965950 0.201692 -0.1 0.0 0.0
O -3.314154 3.105941 -0.640789 0.1 0.1 0.1
O -4.582101 4.474479 0.442947 0.1 -0.1 0.0
H -1.469321 3.894627 0.678129 0.0 0.0 -0.1
H -2.242161 5.500712 0.834221 -0.1 0.0 0.1
H -2.566659 4.230128 2.051439 -0.1 0.1 0.0
C -6.636363 -0.981436 3.352161 -0.1 0.1 -0.1
N -6.359464 -2.425699 3.106087 -0.1 -0.2 -0.1
O -6.941725 -2.961973 2.187823 0.1 0.1 0.1
O -5.567301 -2.972561 3.851952 0.0 0.2 -0.1
H -7.354760 -0.637259 2.617972 0.0 -0.1 0.0
H -7.032715 -0.893145 4.359005 0.1 0.0 0.0
H -5.694635 -0.448146 3.257396 0.0 0.0 0.1

16
Properties=species:S:1:pos:R:3:forces:R:3 method="wB97M-V/def2-TZVPD" gap_ev=11.34 smiles=CCC[C@H]1CO1 e_lumo_ev=1.14 total_charge=0 relative_energy_kcal_mol=62.52 homo_energy_ev=-10.2 fmax_ha_per_bohr=0.0974
C 1.830009 -0.975870 -0.098821 2.2 -1.5 -0.5
C 1.687112 0.481815 0.047262 0.0 5.0 0.7
C 0.240430 1.187697 -0.187941 1.8 -2.3 2.2
C -0.800131 0.259179 0.471031 -1.0 1.4 0.3
C -2.035088 0.058294 -0.217215 -3.5 0.0 1.0
O -1.212276 -1.020567 -0.030798 1.6 -0.9 -0.6
H 0.914409 -1.413823 0.288323 0.2 -0.5 -0.4
H 2.700862 -1.352012 0.566311 -1.3 0.6 -1.0
H 2.112919 -1.293565 -1.147307 -0.8 0.1 1.1
H 1.926087 0.729210 1.086296 -0.3 -0.2 0.3
H 2.396847 1.263734 -0.428860 -0.5 -2.0 0.0
H 0.125838 1.275386 -1.264161 -0.6 0.3 0.1
H 0.241963 2.157247 0.409959 -0.1 -1.1 -1.2
H -1.124792 0.281943 1.500863 1.5 0.5 0.7
H -3.022934 -0.010097 0.316789 1.0 0.2 -0.4
H -2.106992 0.459831 -1.167716 -0.2 0.5 -2.1

18
Properties=species:S:1:pos:R:3:forces:R:3 method="wB97M-V/def2-TZVPD" gap_ev=2.00 e_lumo_ev=0.28 total_charge=-1 relative_energy_kcal_mol=126.83 homo_energy_ev=-1.7 fmax_ha_per_bohr=0.0700
Na -0.425608 -0.674524 0.768484 0.0 0.3 -0.1
S -1.228888 5.838046 0.264914 -1.2 0.4 0.6
O -2.462838 5.392186 0.930374 -0.7 -0.9 -0.3
O -0.770438 6.995126 0.996964 1.1 2.2 1.1
O -0.172608 4.850096 0.286414 2.1 -2.8 0.9
O -1.387938 6.134316 -1.140076 -1.2 0.7 -2.3
O -1.160968 0.357416 -3.445596 0.1 -0.4 0.2
H -0.683558 0.693876 -4.203946 0.2 0.2 -0.1
H -2.078178 0.359046 -3.719366 -0.3 0.1 0.0
O 4.047442 -1.039264 1.457044 -0.3 -0.1 0.0
H 4.614982 -0.270174 1.405694 0.1 0.3 0.0
H 4.644192 -1.766534 1.633644 0.1 -0.2 0.0
O 0.285442 -4.569254 -2.053456 0.2 0.1 0.2
H -0.159448 -4.341204 -2.869726 -0.1 0.1 -0.2
H -0.116958 -5.394674 -1.783316 -0.1 -0.2 0.1
O -0.931318 -3.842474 3.649224 0.0 0.2 -0.2
H -0.976558 -4.705724 3.238134 0.0 -0.2 -0.1
H -1.036748 -4.016274 4.584594 0.0 0.0 0.3

21
Properties=species:S:1:pos:R:3:forces:R:3 method="wB97M-V/def2-TZVPD" gap_ev=7.61 e_lumo_ev=-4.94 total_charge=+1 relative_energy_kcal_mol=31.06 homo_energy_ev=-12.6 fmax_ha_per_bohr=0.0837
C 2.137864 1.822165 0.194432 1.2 -3.9 0.4
C -1.203298 0.549680 -0.618370 0.9 0.1 2.1
C -1.327560 -0.986065 -0.514722 -0.7 -0.4 -1.7
C -2.272502 1.018953 0.233161 0.2 1.1 1.8
C -2.281508 -1.191834 0.695856 -1.8 -0.4 -2.1
C 2.559815 -1.166184 -0.111381 -2.7 1.9 -2.7
O -2.911031 0.129708 0.923407 2.1 1.6 -0.3
S 1.487664 0.143024 0.818183 2.1 -0.1 -0.7
H 2.625490 1.522525 -0.765778 0.3 1.0 1.2
H 1.265824 2.297163 -0.004946 -2.4 2.0 -0.7
H -0.055106 0.798863 -0.213552 -1.9 -0.6 0.4
H -1.094240 1.115551 -1.519509 -0.4 -0.1 -1.0
H -1.715317 -1.248164 -1.533340 0.1 -0.6 1.2
H -0.391109 -1.561702 -0.293822 -0.7 0.9 -0.5
H 2.589207 2.181194 1.102103 1.0 0.6 -0.6
H -2.522494 2.087676 0.569032 0.1 -1.5 -1.2
H -3.281875 -1.697981 0.607840 1.8 -0.8 -0.2
H -1.615942 -1.541339 1.457975 -0.5 0.3 1.3
H 1.729495 -1.475659 -0.842492 1.7 -0.3 1.0
H 2.838273 -1.900978 0.558719 0.3 -1.5 1.4
H 3.438349 -0.896602 -0.742795 -0.7 0.6 0.8

66
Properties=species:S:1:pos:R:3:forces:R:3 method="wB97M-V/def2-TZVPD" gap_ev=9.98 smiles=CO.CO.CO.CO.CO.CO.CO.CO.CO.CO.CO e_lumo_ev=0.37 total_charge=0 relative_energy_kcal_mol=64.80 homo_energy_ev=-9.6 fmax_ha_per_bohr=0.0390
C 4.130881 1.318595 -3.292318 0.8 -0.2 -1.2
O 2.924354 0.852753 -2.713796 0.9 0.4 0.8
H 3.957277 2.107729 -4.028492 -0.2 0.0 0.1
H 4.888075 1.694375 -2.598161 -0.4 0.1 0.4
H 4.630463 0.500864 -3.828307 -0.2 0.0 0.0
H 3.131648 0.841194 -1.763538 -0.9 -0.1 0.0
C -1.589619 2.057050 4.440757 1.1 0.1 0.1
O -1.308215 1.745777 3.085659 -0.8 0.2 -0.5
H -1.183300 3.047833 4.675313 0.0 -0.1 0.1
H -2.626943 2.047856 4.780302 -0.1 -0.4 -0.5
H -1.002105 1.299398 4.961991 -0.3 0.2 0.5
H -2.024367 2.071186 2.521721 0.0 0.0 0.2
C -4.286036 0.397210 1.452855 -1.2 -1.4 0.4
O -3.701564 1.680617 1.414799 0.7 -0.2 -0.1
H -4.801788 0.206415 2.404247 -0.3 0.5 -0.2
H -4.957999 0.249075 0.602102 -0.2 0.1 0.2
H -3.647678 -0.491914 1.421159 1.0 0.8 -0.3
H -4.364461 2.265115 1.043928 0.1 0.2 0.0
C -1.690869 -1.429862 3.851688 -0.5 -0.8 0.4
O -2.523864 -1.200894 4.994105 -0.3 0.2 -0.1
H -1.627815 -2.506361 3.671061 0.4 0.0 0.1
H -2.201954 -1.042002 2.973441 0.3 0.5 0.1
H -0.703343 -1.009774 4.028682 0.0 0.1 -0.5
H -1.965704 -1.033775 5.754082 0.0 -0.1 0.0
C 2.031258 -2.672645 -3.019931 -0.3 0.1 0.8
O 2.109624 -3.770534 -2.128143 0.6 -0.5 -0.1
H 1.807690 -1.796303 -2.403157 -0.1 0.3 -0.6
H 3.001840 -2.516147 -3.487120 0.0 -0.2 0.0
H 1.278428 -2.831409 -3.796360 0.0 0.1 0.0
H 1.297862 -3.846224 -1.617925 -0.3 0.0 -0.3
C 0.926842 -3.905282 1.211413 -1.2 1.3 -0.1
O 0.344748 -2.917925 2.067096 0.6 0.2 1.3
H 1.503689 -3.437299 0.412097 0.0 -0.2 -0.1
H 1.591243 -4.538738 1.792270 -0.2 -0.1 0.1
H 0.026101 -4.399125 0.843504 0.7 -0.8 -0.6
H 0.070342 -2.082056 1.670178 0.2 -0.3 -0.6
C 0.733106 2.224258 -4.831905 -1.5 -0.3 -0.4
O 0.409250 1.462855 -3.678576 0.9 0.2 0.2
H 0.966131 1.593017 -5.696811 0.6 -0.1 0.2
H -0.218662 2.675344 -5.134516 0.2 0.4 0.1
H 1.466834 3.014640 -4.678710 0.1 -0.1 0.1
H 1.259265 1.290116 -3.222114 -0.4 -0.1 -0.2
C -1.772977 -3.082213 -2.031015 0.4 0.2 0.1
O -0.928586 -4.222721 -1.840166 -0.2 0.3 -0.2
H -2.239409 -3.062614 -3.018098 -0.3 -0.3 0.1
H -2.490133 -3.045844 -1.211346 -0.3 0.2 -0.2
H -1.171095 -2.173697 -1.998766 0.2 -0.1 0.2
H -1.513979 -4.934739 -1.570737 0.2 -0.2 0.0
C -1.235865 4.580166 0.742509 -0.8 0.7 -0.1
O -0.901528 5.600273 1.672161 1.0 -0.4 0.5
H -0.457441 3.829870 0.637409 0.3 0.3 0.3
H -2.138642 4.066014 1.082504 -0.1 -0.1 -0.3
H -1.396250 5.054275 -0.228125 -0.1 -0.4 -0.2
H -1.558469 6.295919 1.695278 -0.2 -0.1 -0.3
C -0.187169 0.245073 -0.457302 -1.2 1.6 -0.1
O -0.872126 -0.221176 0.701574 0.8 -1.3 0.1
H 0.673055 -0.325043 -0.793097 -0.2 -0.6 0.5
H -0.923959 0.336562 -1.257559 0.3 -0.1 -0.4
H 0.175936 1.261115 -0.274620 0.2 0.0 -0.1
H -1.474011 0.434651 1.060549 0.2 0.3 -0.1
C 4.028574 -0.158695 0.437967 -0.1 -0.9 -0.4
O 2.932182 0.698052 0.138079 0.5 0.4 0.2
H 3.671355 -1.188144 0.317667 0.3 -0.1 0.3
H 4.813154 -0.032129 -0.311435 -0.1 0.3 0.0
H 4.488915 -0.021589 1.416379 -0.3 0.2 0.1
H 2.417800 0.851628 0.935620 -0.1 0.0 -0.1

14
Properties=species:S:1:pos:R:3:forces:R:3 method="wB97M-V/def2-TZVPD" gap_ev=10.30 e_lumo_ev=0.76 total_charge=0 relative_energy_kcal_mol=95.17 homo_energy_ev=-9.5 fmax_ha_per_bohr=0.0892
O -0.116873 1.225484 1.542879 -1.9 -0.5 -1.1
C 0.310236 1.037090 0.232793 -0.5 -0.9 -2.5
C 1.356006 -0.016269 0.035354 0.2 0.2 -0.2
O 0.946745 -1.296170 0.510784 0.0 -0.1 0.0
C -0.279194 -1.735885 0.175820 -0.2 0.0 -0.1
N -1.243602 -1.109465 -0.352911 0.6 0.1 0.1
C -1.093353 0.310278 -0.603566 1.2 0.4 -0.4
H -0.902280 0.975469 0.865119 -0.7 1.0 4.4
H 0.526785 1.980426 -0.281889 0.2 -0.2 -0.1
H 1.564932 -0.067993 -1.037017 0.2 -0.2 0.0
H 2.274289 0.216639 0.578610 -0.1 0.0 0.0
H -0.382778 -2.787739 0.438633 0.0 0.1 0.0
H -0.837206 0.524804 -1.633705 -0.1 -0.2 -0.4
H -2.123707 0.743331 -0.470905 1.1 0.2 0.4